115
Properties=species:S:1:pos:R:3:forces:R:3 method="wB97M-V/def2-TZVPD" spin_multiplicity=3 lumo_ev="0.469 / -0.978" orbital_gap_ev="7.7 / 6.4" homo_energy_ev="-7.259 / -7.329" charge=0 e_above_lowest_kcal_mol=8.0
H 2.1038 0.1395 1.0900 -0.048 0.456 -0.046
C -4.4431 3.4449 -2.0869 -0.372 0.177 -0.015
C -1.4648 -3.9261 -2.3924 -0.004 0.265 0.130
C 1.1703 3.6847 4.5605 -0.048 -0.067 -0.030
C 6.9040 0.7864 0.4784 -0.061 -0.059 -0.027
C -6.4799 4.7228 -1.7908 0.013 -0.011 -0.010
C -1.7251 2.6380 -3.3716 0.128 -0.118 -0.063
N 1.9615 -0.8432 1.2115 -0.586 -0.314 0.484
H 5.6583 2.3087 -2.7503 -0.123 0.063 -0.012
P -0.5075 0.6909 2.2932 0.419 -0.321 0.422
C 1.7590 -2.7762 4.3494 0.069 -0.082 -0.026
H -0.9659 0.6191 -3.2327 0.043 -0.031 0.079
H -6.7098 2.7201 -4.5276 0.078 0.087 0.166
H 5.6540 2.2912 -0.4089 0.026 -0.079 -0.009
C 1.6711 4.1773 2.2590 -0.075 -0.159 -0.008
H 1.2474 3.9354 5.6135 -0.005 -0.032 -0.089
H 2.3278 5.3816 3.9136 -0.088 -0.133 -0.048
C -2.6790 1.8997 3.6196 -0.118 -0.020 0.083
H -2.3960 4.6444 -3.8031 0.008 0.003 -0.015
C 4.6417 2.6833 -2.8182 -0.043 -0.073 0.026
C -0.4144 6.4000 -0.1551 -0.039 -0.037 0.010
H -2.1556 2.8393 3.5001 0.010 0.031 0.002
F -1.6163 -5.0211 -3.1538 -0.063 -0.413 -0.310
C -5.1974 4.3843 -1.3703 0.166 -0.232 -0.208
C 6.4142 -2.9816 0.4387 -0.037 0.186 -0.074
C -1.7937 4.4445 -0.3723 0.053 0.155 0.038
C -2.7867 -0.4847 3.3265 -0.151 -0.029 -0.035
H -3.0279 -2.8742 -3.4031 0.104 -0.004 0.130
H 0.0111 1.9196 4.9280 0.059 0.065 -0.090
H 3.0852 -1.6937 -1.1909 0.137 -0.067 -0.011
C 2.1264 -2.3699 3.0791 -0.010 -0.036 0.037
C -2.1175 -1.7082 -1.8067 0.133 -0.513 -0.073
H -5.6270 0.6732 4.7706 0.070 0.005 -0.035
H 1.0175 3.9499 -3.1472 0.051 -0.044 0.021
H 2.7393 -1.3572 0.8436 0.257 -0.168 -0.004
C -4.6365 0.6843 4.3294 0.059 0.031 -0.004
C -0.3487 -2.7964 -0.6222 0.146 -0.090 0.140
H -2.7799 -0.8769 -1.9576 -0.198 0.297 -0.033
N 3.8317 0.7117 -1.6033 0.423 0.540 -0.119
H -1.3450 4.6891 -6.0432 0.021 -0.064 0.058
C -0.9570 6.6350 1.1049 -0.091 -0.130 -0.001
C -1.8471 3.7800 -4.1611 0.138 -0.242 -0.074
C -4.0531 -0.5018 3.8972 0.082 -0.020 -0.048
Pd -0.6901 0.2326 0.0130 -0.316 0.135 -0.341
H 7.5912 1.5086 0.9105 -0.085 -0.094 -0.060
C 0.3612 2.2183 2.8157 -0.010 0.150 -0.035
C 5.8249 1.2301 -0.2710 0.068 -0.019 -0.003
C -3.9498 1.8830 4.1882 0.070 -0.041 -0.035
C 2.2820 2.4338 -2.3496 0.134 -0.025 0.124
C -0.4822 1.5402 -5.1070 -0.036 0.023 0.038
Sb -2.5213 2.7877 -1.4260 -0.521 0.169 -0.245
H -4.4377 2.1087 -3.7887 0.007 0.031 -0.006
H -0.0985 2.7167 -6.8655 -0.059 -0.022 0.061
O 0.1497 2.4839 -1.3194 0.359 -0.325 0.096
H 0.1112 -4.8197 -1.2618 -0.091 0.133 -0.010
C -1.2609 3.8014 -5.4251 -0.018 -0.014 0.061
O 1.1557 0.4977 -1.5102 -0.137 0.574 0.123
C 2.0437 3.6109 -3.0595 0.003 -0.062 -0.001
C -7.0202 4.1287 -2.9261 0.010 -0.032 -0.044
C -2.0855 0.7152 3.1971 -0.070 -0.064 -0.098
C -0.5720 2.6886 -5.8901 -0.002 -0.029 0.065
C -0.5039 -3.9350 -1.4056 0.178 -0.025 0.166
C -6.2839 3.1885 -3.6425 0.037 0.030 0.050
C -1.0577 1.5086 -3.8415 -0.080 0.240 -0.213
H -7.0603 5.4511 -1.2290 0.102 -0.106 -0.096
C 0.7846 -2.0823 5.0557 -0.083 0.064 0.024
H 2.9851 0.1775 -1.5120 -0.292 -0.173 0.030
C 4.1176 -2.0599 -1.1796 0.059 0.138 -0.032
C -0.8318 5.3036 -0.8998 -0.103 0.015 0.170
H 2.2504 -3.6334 4.8001 -0.042 0.100 -0.057
C -2.2775 -2.8386 -2.6173 -0.092 0.316 0.076
H -0.3941 5.1084 -1.8706 -0.020 -0.001 0.040
H 2.8624 5.2265 -4.2186 0.044 -0.130 0.101
C -1.1414 -1.6737 -0.8142 -0.097 0.102 0.129
S -3.1178 1.1328 0.0493 0.700 -0.126 -0.312
C 1.7756 4.4977 3.6035 0.008 -0.005 -0.019
C -5.0004 2.8459 -3.2265 -0.070 0.246 0.341
H -8.0202 4.3991 -3.2552 0.143 -0.051 0.052
H 6.4544 -3.5656 -0.4874 -0.012 0.103 0.113
C 4.3759 3.8530 -3.5117 -0.045 -0.041 0.031
H 0.3412 7.0680 -0.5572 -0.077 -0.061 0.043
H 0.0510 0.6682 -5.4727 -0.061 0.097 0.030
H 5.1978 4.3979 -3.9640 -0.041 -0.053 0.025
H 7.9532 -0.9185 1.2629 -0.125 0.037 -0.052
H 0.5174 -2.3776 6.0655 0.010 0.036 -0.144
H -4.7845 4.8556 -0.4815 -0.036 -0.048 -0.108
H 5.6092 -3.4017 1.0527 0.074 0.054 -0.071
C 0.4618 -0.6136 3.1426 0.001 -0.107 -0.004
H 4.1181 -2.9971 -0.6246 0.020 0.002 -0.013
C 0.4720 2.5507 4.1723 0.055 -0.016 -0.023
C 1.1192 1.7545 -1.6849 -0.188 -0.170 0.004
H -4.4057 2.8112 4.5152 0.042 -0.056 -0.025
H -0.6612 -0.5127 4.9706 0.063 -0.041 -0.029
H 4.3678 -2.2946 -2.2205 -0.008 0.038 0.084
C 5.1030 -1.0662 -0.5909 -0.030 -0.165 -0.045
H -2.3434 -1.4073 2.9646 -0.041 0.038 0.028
H 7.3510 -3.1355 0.9748 -0.037 0.019 -0.026
C -1.9150 5.7723 1.6292 0.050 0.037 -0.029
C 3.0708 4.3232 -3.6519 0.074 -0.024 -0.003
H -3.0628 3.9759 1.3027 0.021 0.025 -0.005
H 0.8428 2.8211 0.8112 0.018 -0.024 -0.118
C 4.9401 0.3093 -0.8357 -0.303 0.168 -0.126
C 0.1383 -1.0204 4.4418 0.032 -0.043 -0.056
C -2.3370 4.6706 0.8898 0.204 0.124 -0.027
H 2.9092 -2.9003 2.5414 -0.056 0.098 0.069
H 0.4096 -2.7958 0.1516 0.036 0.007 0.006
H -2.3313 5.9545 2.6161 0.061 -0.021 -0.113
C 1.5210 -1.2640 2.4749 0.149 0.232 -0.166
C 0.9612 3.0401 1.8640 -0.072 0.164 0.148
H 2.1345 4.8068 1.5069 -0.057 -0.054 0.042
H -0.6288 7.4911 1.6820 -0.004 -0.031 -0.006
C 7.0979 -0.5725 0.6884 -0.001 0.011 -0.034
C 6.1973 -1.5023 0.1690 -0.082 -0.159 0.052
H -4.5899 -1.4410 3.9953 0.085 0.120 -0.025
C 3.6025 1.9404 -2.2346 0.047 -0.193 0.124